1.
Entry from the Open Molecules 2025 dataset: a molecular structure, C36H57MnN7O2Te at a distorted geometry (the ωB97M-V functional and the def2-TZVPD basis).

The charge is +2. Its multiplicity is 2. Its LUMO energy (spin up / spin down) is -4.7969 / -6.3988 eV. The value obtained for the gap between HOMO and LUMO (spin up / spin down) is 7.846 / 6.556 eV. The expectation value of S² is 0.76.

Positions of all 104 atoms, in Å:
Mn 1.78626 -0.37536 -1.16953
N 2.71897 2.84363 -1.65272
C 2.20791 2.81800 -0.27513
C 3.03852 1.94125 0.64663
N 3.03985 0.44554 0.42968
C 4.42746 0.01699 0.13612
C 4.75089 0.43261 -1.27460
N 3.67389 -0.10655 -2.12642
C 2.57700 -0.20418 1.68078
C 2.42568 -1.69796 1.48096
N 1.64405 -1.88967 0.24349
H 3.57532 3.38899 -1.68709
H 2.06390 3.34889 -2.24048
H 1.17626 2.47385 -0.28716
H 2.21780 3.81487 0.18114
H 2.70426 2.11987 1.66919
H 4.07512 2.28620 0.60901
H 4.48698 -1.06551 0.21374
H 5.13147 0.43367 0.86242
H 5.73755 0.08823 -1.58735
H 4.73440 1.51409 -1.36741
H 3.91437 -1.03558 -2.45938
H 3.58148 0.47645 -2.95284
H 1.60758 0.22780 1.92001
H 3.26788 0.01267 2.50213
H 1.92704 -2.13782 2.34631
H 3.38218 -2.20763 1.38274
H 0.66102 -1.78437 0.47724
H 1.75256 -2.81454 -0.15946
C -6.06920 -1.68328 6.45804
C -5.08089 -1.22634 5.42451
C -4.94933 -1.89104 4.21349
C -4.03557 -1.48268 3.24718
C -3.96407 -2.23834 1.94745
C -3.24095 -0.36628 3.52505
Te -1.76762 0.17649 2.13298
N 0.45796 0.38457 -0.22845
C -0.59913 0.09545 -0.99034
O -1.74903 -0.17700 -0.57931
C -0.35262 0.07322 -2.48069
C -1.37053 -0.31904 -3.35232
C -1.20679 -0.13835 -4.71178
C -0.02105 0.39609 -5.21962
C 1.00600 0.75493 -4.36640
C 0.82196 0.60710 -2.99221
C -2.33311 2.13990 1.72307
C -1.46291 3.18508 2.03843
C -0.09717 3.00629 2.64461
C -1.90356 4.48637 1.80711
C -3.15596 4.75379 1.27609
C -3.62184 6.16347 1.05381
C -3.98555 3.68058 0.95529
C -3.60181 2.36722 1.16716
C -4.53831 1.24619 0.81601
C -3.34427 0.33004 4.73853
C -2.50867 1.54022 5.05315
C -4.26709 -0.12218 5.66795
H -6.58153 -2.59075 6.14497
H -6.82136 -0.91414 6.63920
H -5.57133 -1.88131 7.40783
H -5.57439 -2.75321 4.01181
H -4.37913 -3.23770 2.06396
H -2.94144 -2.35189 1.57630
H -4.53184 -1.73256 1.16343
H -2.28615 -0.71443 -2.93412
H -2.00685 -0.39831 -5.39272
H 0.08625 0.55275 -6.28503
H 1.91344 1.19796 -4.75805
H 1.57460 1.10003 -2.34567
H 0.28565 1.98839 2.54980
H -0.11020 3.25833 3.70705
H 0.61532 3.67466 2.16152
H -1.24471 5.31172 2.05400
H -2.80761 6.87583 1.17241
H -4.40374 6.42325 1.76941
H -4.04315 6.28256 0.05563
H -4.96082 3.87573 0.52380
H -5.34149 1.60839 0.17700
H -4.99218 0.82035 1.71444
H -4.02168 0.44865 0.27664
H -1.45144 1.38251 4.81984
H -2.57187 1.78232 6.11235
H -2.84418 2.41192 4.48719
H -4.35384 0.39995 6.61436
C 4.79366 -4.02332 -3.89611
N 3.89564 -3.31398 -2.98365
C 4.40404 -3.30884 -1.61359
C 2.56640 -3.01071 -3.17881
O 2.00401 -2.25218 -2.33736
N 1.84296 -3.47641 -4.21144
C 2.20727 -4.32903 -5.34441
C 0.43891 -3.07999 -4.31228
H 5.79176 -3.96580 -3.46858
H 4.83144 -3.54341 -4.87099
H 4.54517 -5.07991 -3.99997
H 4.50098 -4.33002 -1.23428
H 3.73331 -2.75716 -0.96906
H 5.39176 -2.84507 -1.58486
H 3.22419 -4.67676 -5.32593
H 2.04791 -3.76793 -6.26639
H 1.54672 -5.19592 -5.35436
H 0.12345 -2.55149 -3.42405
H -0.16426 -3.97949 -4.43866
H 0.29380 -2.44048 -5.18337

Atom charges from the Mulliken analysis, given in e for atoms 1 to 99:
1. Mn 0.805
2. N -0.521
3. C -0.855
4. C -0.981
5. N 0.528
6. C -0.946
7. C -0.931
8. N -0.586
9. C -0.001
10. C -1.219
11. N -0.297
12. H 0.278
13. H 0.239
14. H 0.017
15. H 0.545
16. H 0.653
17. H 0.341
18. H 0.532
19. H 0.468
20. H 0.588
21. H 0.239
22. H 0.061
23. H 0.286
24. H -0.368
25. H 0.646
26. H 0.602
27. H 0.318
28. H 0.190
29. H 0.416
30. C -1.600
31. C 0.495
32. C -0.965
33. C 0.562
34. C -1.632
35. C 0.418
36. Te 0.839
37. N -0.032
38. C 0.503
39. O -0.835
40. C -0.042
41. C -0.379
42. C -0.874
43. C -0.765
44. C -0.761
45. C 2.617
46. C 0.740
47. C 0.921
48. C -1.230
49. C -0.888
50. C 0.639
51. C -1.604
52. C -0.881
53. C 0.635
54. C -1.467
55. C 0.723
56. C -1.388
57. C -0.847
58. H 0.368
59. H 0.347
60. H 0.376
61. H 0.389
62. H 0.487
63. H 0.192
64. H 0.274
65. H 0.561
66. H 0.453
67. H 0.471
68. H 0.514
69. H -1.040
70. H -0.458
71. H 0.477
72. H 0.529
73. H 0.406
74. H 0.381
75. H 0.333
76. H 0.390
77. H 0.464
78. H 0.476
79. H 0.336
80. H 0.085
81. H 0.190
82. H 0.445
83. H 0.323
84. H 0.456
85. C -1.243
86. N 0.097
87. C -0.914
88. C 0.671
89. O -0.655
90. N 0.122
91. C -0.974
92. C -1.097
93. H 0.355
94. H 0.424
95. H 0.384
96. H 0.529
97. H -0.184
98. H 0.388
99. H 0.363

***

2.
Entry from the Open Molecules 2025 dataset: C4H8P2 in the gas phase at a distorted geometry (the ωB97M-V functional and the def2-TZVPD basis).

Its LUMO energy is -0.4921 eV. The value obtained for the gap between HOMO and LUMO is 7.309 eV. The SMILES is C/P=C/C=P/C.

Positions of all 14 atoms, in Å:
C 0.23537 0.61193 -0.48590
C -0.33168 -0.41863 0.43142
C 1.61843 1.57945 -2.62432
C -1.24275 -1.63990 2.51290
P 1.24555 0.02617 -1.72654
P -1.15361 0.05165 1.87969
H 0.06521 1.60833 -0.11583
H -0.23328 -1.43529 0.09735
H 2.69411 1.54058 -2.76368
H 1.38046 1.45342 -3.69084
H 1.31277 2.41878 -1.93309
H -0.97942 -2.32756 1.77524
H -0.61605 -1.68193 3.38884
H -2.27599 -1.84183 2.84413

Electronic structure analysis, Mulliken charges in units of e:
1. C -0.165
2. C -0.246
3. C -0.793
4. C -0.815
5. P -0.041
6. P -0.034
7. H 0.281
8. H 0.234
9. H 0.265
10. H 0.292
11. H 0.223
12. H 0.272
13. H 0.247
14. H 0.281

***

3.
Entry from the Open Molecules 2025 dataset: a molecular structure, C10H12BrN2O2SbSeZr at a distorted geometry (the ωB97M-V functional and the def2-TZVPD basis).

The charge is +2. Its LUMO energy is -8.7521 eV. The value obtained for the gap between HOMO and LUMO is 7.409 eV.

Positions of all 30 atoms, in Å:
Zr 1.30109 -0.21621 0.55780
Br 0.69172 2.58503 -0.55618
C 0.79647 1.39493 -2.02771
C 0.67969 1.71336 -3.36146
C 0.80336 0.65319 -4.26023
C 1.02726 -0.65134 -3.81583
C 1.12354 -0.85701 -2.45745
N 1.01438 0.16379 -1.60109
C 1.37195 -2.16135 -1.73818
O 1.63607 -3.19607 -2.23190
O 1.29151 -1.93830 -0.37395
H 0.50334 2.72696 -3.69208
H 0.72301 0.84935 -5.32170
H 1.12790 -1.48136 -4.50181
Se 2.64198 -1.79607 2.73626
C 3.32321 -0.47037 1.79793
N 3.31492 0.39060 0.97246
C -2.95972 1.32790 1.27628
Sb -1.51517 -0.20697 1.39908
C -2.32407 -1.63956 2.72285
C -0.07619 0.76480 2.75227
H -3.24009 1.61423 2.28841
H -3.83094 0.94785 0.74685
H -2.55405 2.18297 0.74094
H -2.94056 -1.13200 3.46175
H -1.50687 -2.16522 3.21295
H -2.92146 -2.35085 2.15766
H -0.53025 1.71501 3.03651
H 0.94402 1.09475 2.45206
H 0.08393 0.13799 3.62751

Electronic structure analysis, Mulliken charges in units of e:
1. Zr 0.980
2. Br -0.080
3. C 0.680
4. C -0.597
5. C -0.193
6. C -0.728
7. C 0.522
8. N -0.148
9. C 0.279
10. O -0.419
11. O -0.612
12. H 0.465
13. H 0.465
14. H 0.516
15. Se 0.055
16. C 0.435
17. N -0.388
18. C -1.134
19. Sb 0.647
20. C -1.157
21. C -1.391
22. H 0.394
23. H 0.388
24. H 0.346
25. H 0.397
26. H 0.367
27. H 0.391
28. H 0.458
29. H 0.562
30. H 0.501

***

4.
Entry from the Open Molecules 2025 dataset: 2 unconnected molecules or ions with the total composition C5H7O3P at a distorted geometry (the ωB97M-V functional and the def2-TZVPD basis).

The charge is -2. Its LUMO energy is 5.5239 eV. The value obtained for the gap between HOMO and LUMO is 6.322 eV.

Positions of all 16 atoms, in Å:
C -1.66984 -0.22003 0.32611
C -0.42889 -1.73783 -1.37969
C -2.37032 1.07553 0.33093
C -0.67106 -0.63529 -0.75653
C -3.53286 1.41756 1.01222
O 7.66329 0.67897 -0.88929
O 7.47225 0.53830 1.48218
O -4.19184 2.50042 0.99661
P 7.78021 -0.25833 0.26041
H -2.48011 -1.04393 0.32207
H -0.96732 -0.27854 1.14695
H 0.27610 -1.74348 -2.12372
H -1.13203 -2.62392 -1.13777
H -1.62315 1.85379 0.10426
H -0.06174 0.11535 -1.14513
H -4.06270 0.36144 1.45038

Electronic structure analysis, Mulliken charges in units of e:
1. C -0.357
2. C -0.729
3. C -0.248
4. C -0.212
5. C -0.180
6. O -0.490
7. O -0.492
8. O -0.715
9. P -0.018
10. H 0.251
11. H 0.151
12. H 0.316
13. H 0.189
14. H 0.146
15. H 0.290
16. H 0.098

***

5.
Entry from the Open Molecules 2025 dataset: a molecular structure, C24F20GeS5SbTc at a distorted geometry (the ωB97M-V functional and the def2-TZVPD basis).

The charge is +2. Its LUMO energy is -10.2949 eV. The value obtained for the gap between HOMO and LUMO is 4.375 eV.

Positions of all 52 atoms, in Å:
Tc -0.05618 0.52479 0.52747
S 3.70052 1.71680 3.04704
Sb 3.08174 -0.41030 2.77516
S 0.94794 -0.89083 -0.66524
S 0.43231 0.02241 2.56320
S 3.15440 -2.60871 2.40634
F -1.85618 -2.03078 -0.60902
C -2.63489 -1.03537 -0.21423
C -2.06866 0.11189 0.34992
C -2.93234 1.12823 0.77117
F -2.39737 2.23024 1.30667
C -4.29678 1.03258 0.64215
F -5.08791 2.00100 1.05272
C -4.83278 -0.11757 0.05478
F -6.12133 -0.21902 -0.09324
C -4.00188 -1.15696 -0.36811
F -4.51547 -2.23859 -0.90932
F 0.71900 7.19090 -1.60674
C 1.84903 6.52083 -1.36953
C 1.77904 5.34441 -0.63672
C 2.95062 4.64816 -0.40130
F 2.89247 3.52300 0.34108
C 4.16538 5.08289 -0.89034
F 5.26802 4.38463 -0.66414
C 4.21408 6.26976 -1.61417
F 5.36438 6.70529 -2.07077
C 3.05367 6.99908 -1.85374
F 3.10492 8.12592 -2.53620
Ge 0.04172 4.74972 0.03014
S 0.18738 2.45422 -0.44949
C -1.44464 5.11300 -1.17443
C -1.26030 4.87306 -2.52975
F -0.09313 4.33556 -2.91624
C -2.23620 5.17133 -3.45710
F -2.05166 4.92352 -4.74113
C -3.42759 5.73762 -3.00949
F -4.36594 6.03242 -3.87683
C -3.64143 5.97846 -1.65553
F -4.78402 6.50015 -1.24946
C -2.64900 5.65466 -0.74826
F -2.84715 5.84496 0.55619
C -0.23984 5.18815 1.91853
C -0.42346 6.54100 2.15993
F -0.34085 7.36059 1.10419
C -0.68100 7.02764 3.42724
F -0.85554 8.31689 3.63997
C -0.74844 6.12763 4.48760
F -0.98916 6.56354 5.70247
C -0.54955 4.76948 4.27239
F -0.59202 3.90853 5.28076
C -0.29822 4.32354 2.98989
F -0.09342 3.01237 2.78130

Electronic structure analysis, Mulliken charges in units of e:
1. Tc -0.818
2. S -0.207
3. Sb 1.025
4. S 0.019
5. S -0.259
6. S -0.217
7. F -0.285
8. C 1.054
9. C -0.057
10. C 0.890
11. F -0.064
12. C -0.426
13. F -0.252
14. C 0.728
15. F -0.226
16. C 0.151
17. F -0.236
18. F -0.324
19. C 0.184
20. C 0.398
21. C 0.335
22. F -0.268
23. C -0.110
24. F -0.268
25. C 0.617
26. F -0.251
27. C 0.162
28. F -0.248
29. Ge -0.045
30. S 0.401
31. C 0.531
32. C 0.379
33. F -0.357
34. C 0.113
35. F -0.256
36. C 0.593
37. F -0.251
38. C 0.132
39. F -0.261
40. C 0.236
41. F -0.282
42. C 0.076
43. C 0.810
44. F -0.348
45. C 0.133
46. F -0.250
47. C 0.561
48. F -0.256
49. C 0.115
50. F -0.277
51. C -0.475
52. F -0.070

***

6.
Entry from the Open Molecules 2025 dataset: C5H8O2 in the gas phase (the ωB97M-V functional and the def2-TZVPD basis).

Its LUMO energy is 0.3362 eV. The value obtained for the gap between HOMO and LUMO is 8.701 eV.

Positions of all 15 atoms, in Å:
C 1.31858 -1.66102 -0.48174
C 1.13845 -0.25432 -0.04958
O -1.03610 0.20184 -1.26811
C 0.13736 -0.08587 1.04340
C -0.65541 1.21363 0.84676
C -1.10050 1.37664 -0.59068
O -1.45986 2.39957 -1.11427
H 0.66459 -2.43158 -0.03558
H 1.22513 -1.67912 -1.57852
H 2.37390 -1.90534 -0.28907
H -1.23937 0.41062 -2.19411
H -0.54344 -0.93969 1.20952
H 0.77429 0.01305 1.94161
H -1.55006 1.24880 1.48325
H -0.04755 2.09279 1.07712

Electronic structure analysis, Mulliken charges in units of e:
1. C -0.919
2. C -0.125
3. O -0.375
4. C -0.504
5. C -0.328
6. C 0.422
7. O -0.562
8. H 0.298
9. H 0.253
10. H 0.363
11. H 0.308
12. H 0.308
13. H 0.317
14. H 0.275
15. H 0.270

***

Copy entry 3 word for word.
Entry from the Open Molecules 2025 dataset: a molecular structure, C10H12BrN2O2SbSeZr at a distorted geometry (the ωB97M-V functional and the def2-TZVPD basis).

The charge is +2. Its LUMO energy is -8.7521 eV. The value obtained for the gap between HOMO and LUMO is 7.409 eV.

Positions of all 30 atoms, in Å:
Zr 1.30109 -0.21621 0.55780
Br 0.69172 2.58503 -0.55618
C 0.79647 1.39493 -2.02771
C 0.67969 1.71336 -3.36146
C 0.80336 0.65319 -4.26023
C 1.02726 -0.65134 -3.81583
C 1.12354 -0.85701 -2.45745
N 1.01438 0.16379 -1.60109
C 1.37195 -2.16135 -1.73818
O 1.63607 -3.19607 -2.23190
O 1.29151 -1.93830 -0.37395
H 0.50334 2.72696 -3.69208
H 0.72301 0.84935 -5.32170
H 1.12790 -1.48136 -4.50181
Se 2.64198 -1.79607 2.73626
C 3.32321 -0.47037 1.79793
N 3.31492 0.39060 0.97246
C -2.95972 1.32790 1.27628
Sb -1.51517 -0.20697 1.39908
C -2.32407 -1.63956 2.72285
C -0.07619 0.76480 2.75227
H -3.24009 1.61423 2.28841
H -3.83094 0.94785 0.74685
H -2.55405 2.18297 0.74094
H -2.94056 -1.13200 3.46175
H -1.50687 -2.16522 3.21295
H -2.92146 -2.35085 2.15766
H -0.53025 1.71501 3.03651
H 0.94402 1.09475 2.45206
H 0.08393 0.13799 3.62751

Electronic structure analysis, Mulliken charges in units of e:
1. Zr 0.980
2. Br -0.080
3. C 0.680
4. C -0.597
5. C -0.193
6. C -0.728
7. C 0.522
8. N -0.148
9. C 0.279
10. O -0.419
11. O -0.612
12. H 0.465
13. H 0.465
14. H 0.516
15. Se 0.055
16. C 0.435
17. N -0.388
18. C -1.134
19. Sb 0.647
20. C -1.157
21. C -1.391
22. H 0.394
23. H 0.388
24. H 0.346
25. H 0.397
26. H 0.367
27. H 0.391
28. H 0.458
29. H 0.562
30. H 0.501